(1)
Here is one molecule with the formula CH5N3 from the OMol25 dataset. Energies are from wB97M-V/def2-TZVPD.

Output
Gap between HOMO and LUMO (alpha / beta): 9.11 / 9.09 eV
Highest occupied orbital energy (alpha / beta): -8.714 / -8.741 eV

The geometry in ORCA input format:
```
! wB97M-V def2-TZVPD RIJCOSX def2/J DEFGRID3
* xyz 0 1
C -1.371 0.081 -0.020
N 0.936 0.012 0.137
N 2.291 -0.085 0.048
N -0.136 0.488 -0.576
H -1.342 -0.992 0.619
H -1.731 0.798 0.646
H -2.082 0.055 -0.854
H 0.841 -0.685 0.867
H 2.594 0.328 -0.868
*
```

Okay, here come the natural (NBO) numbers, in e, for every atom:
1. C -0.438
2. N -0.055
3. N -0.487
4. N -0.288
5. H 0.156
6. H 0.199
7. H 0.221
8. H 0.375
9. H 0.318

(2)
Here is one molecule with the formula CH5N3 from the OMol25 dataset. Energies are from wB97M-V/def2-TZVPD.

Output
SMILES: [H]/N=C\NN
Gap between HOMO and LUMO: 9.72 eV
Highest occupied orbital energy: -8.820 eV

The geometry in ORCA input format:
```
! wB97M-V def2-TZVPD RIJCOSX def2/J DEFGRID3
* xyz 0 1
C 0.979 0.407 -0.088
H -2.065 -0.577 -0.612
H -1.462 -0.961 0.989
H -0.528 1.698 0.084
H 1.545 1.374 -0.106
H 1.405 -1.478 -0.352
N -1.269 -0.520 -0.072
N -0.412 0.618 0.079
N 1.806 -0.562 0.079
*
```

Okay, here come the natural (NBO) numbers, in e, for every atom:
1. C 0.283
2. H 0.374
3. H 0.357
4. H 0.396
5. H 0.144
6. H 0.341
7. N -0.671
8. N -0.500
9. N -0.724

Energetically preferred structure: (2) | next structure: +0.953 eV

(1)
Here is one molecule with the formula C4H11PS2 from the OMol25 dataset. Energies are from wB97M-V/def2-TZVPD.

Output
SMILES: CC(C)[P@@](C)(=S)S
Gap between HOMO and LUMO: 8.99 eV
Highest occupied orbital energy: -8.401 eV

The geometry in ORCA input format:
```
! wB97M-V def2-TZVPD RIJCOSX def2/J DEFGRID3
* xyz 0 1
C 1.723 -0.404 0.356
C 0.808 -0.040 -1.941
C -1.469 -0.392 1.973
C 0.528 -0.540 -0.521
P -0.997 0.582 0.466
S -0.363 2.374 0.980
S -2.582 0.646 -0.855
H 2.125 0.575 0.274
H 1.647 -0.496 1.457
H 2.457 -1.092 0.003
H 0.466 0.957 -2.125
H 0.313 -0.712 -2.669
H 1.909 -0.079 -1.987
H -1.823 0.404 2.653
H -2.123 -1.230 1.658
H -0.525 -0.736 2.413
H 0.055 -1.503 -0.554
H -2.148 1.687 -1.581
*
```

Okay, here come the natural (NBO) numbers, in e, for every atom:
1. C -0.652
2. C -0.633
3. C -0.963
4. C -0.347
5. P 1.017
6. S -0.610
7. S -0.287
8. H 0.230
9. H 0.219
10. H 0.214
11. H 0.223
12. H 0.219
13. H 0.217
14. H 0.271
15. H 0.245
16. H 0.254
17. H 0.205
18. H 0.179

(2)
Here is a 2-piece molecular cluster, C4H11PS2 overall from the OMol25 dataset. Energies are from wB97M-V/def2-TZVPD.

Output
Gap between HOMO and LUMO (alpha / beta): 6.94 / 6.96 eV
Highest occupied orbital energy (alpha / beta): -8.578 / -8.669 eV

The geometry in ORCA input format:
```
! wB97M-V def2-TZVPD RIJCOSX def2/J DEFGRID3
* xyz 0 1
C 1.509 -0.468 -0.948
C -0.894 0.011 -1.714
C 0.359 -0.482 2.303
C 0.037 -0.418 -0.593
P -0.181 0.688 0.930
S 1.449 3.071 0.204
S -2.298 0.594 1.254
H 1.722 0.511 -1.500
H 2.150 -0.518 -0.081
H 1.505 -1.292 -1.710
H -1.858 0.305 -1.364
H -0.915 -0.826 -2.402
H -0.707 0.819 -2.471
H 0.018 -0.087 3.339
H -0.210 -1.474 2.164
H 1.452 -0.664 2.158
H -0.333 -1.438 -0.275
H -2.806 1.668 0.708
*
```

Okay, here come the natural (NBO) numbers, in e, for every atom:
1. C -0.633
2. C -0.644
3. C -0.958
4. C -0.493
5. P 0.858
6. S -0.296
7. S -0.305
8. H 0.239
9. H 0.216
10. H 0.222
11. H 0.224
12. H 0.217
13. H 0.228
14. H 0.265
15. H 0.234
16. H 0.252
17. H 0.214
18. H 0.159

Energetically preferred structure: (1) | next structure: +3.281 eV

(1)
Here is a 8-piece molecular cluster, C8H32O8 overall from the OMol25 dataset. Energies are from wB97M-V/def2-TZVPD.

Output
SMILES: CCO.CCO.CCO.CCO.O.O.O.O
Gap between HOMO and LUMO: 10.37 eV
Highest occupied orbital energy: -10.082 eV

The geometry in ORCA input format:
```
! wB97M-V def2-TZVPD RIJCOSX def2/J DEFGRID3
* xyz 0 1
C 0.414 -6.123 -1.900
C 0.252 -4.590 -1.804
O -0.414 -4.208 -0.605
H 1.430 -6.417 -1.632
H 0.194 -6.537 -2.883
H -0.255 -6.615 -1.193
H -0.379 -4.273 -2.640
H 1.231 -4.131 -1.945
H 0.234 -3.673 -0.137
C -1.601 -1.066 -0.171
C -1.766 0.097 0.824
O -2.704 1.080 0.440
H -1.064 -0.694 -1.043
H -2.614 -1.347 -0.471
H -1.125 -1.933 0.273
H -0.791 0.594 0.893
H -1.937 -0.291 1.828
H -2.377 1.529 -0.349
C 2.663 -0.446 -1.300
C 3.739 -0.346 -2.370
O 4.233 -1.654 -2.686
H 2.340 0.539 -0.955
H 2.914 -1.061 -0.438
H 1.793 -0.897 -1.789
H 4.603 0.214 -2.010
H 3.347 0.136 -3.267
H 3.644 -2.031 -3.346
C 3.274 2.776 3.262
C 1.832 2.343 3.548
O 1.082 2.418 2.335
H 3.824 2.668 4.202
H 3.233 3.791 2.873
H 3.769 2.156 2.514
H 1.288 2.999 4.230
H 1.816 1.366 4.048
H 1.450 1.788 1.708
O -0.809 3.098 -0.927
H -1.551 3.061 -1.561
H -0.645 4.037 -0.798
O -2.754 3.252 2.628
H -2.815 2.493 2.026
H -3.541 3.195 3.179
O -3.139 2.939 -2.455
H -3.517 3.057 -3.333
H -3.876 3.088 -1.846
O -5.314 1.214 1.481
H -5.206 1.307 2.432
H -4.407 1.097 1.129
*
```

Okay, here come the natural (NBO) numbers, in e, for every atom:
1. C -0.640
2. C -0.072
3. O -0.715
4. H 0.203
5. H 0.210
6. H 0.224
7. H 0.162
8. H 0.164
9. H 0.467
10. C -0.636
11. C -0.067
12. O -0.766
13. H 0.201
14. H 0.216
15. H 0.218
16. H 0.171
17. H 0.180
18. H 0.501
19. C -0.635
20. C -0.063
21. O -0.722
22. H 0.212
23. H 0.213
24. H 0.196
25. H 0.175
26. H 0.164
27. H 0.461
28. C -0.634
29. C -0.061
30. O -0.714
31. H 0.207
32. H 0.215
33. H 0.199
34. H 0.183
35. H 0.150
36. H 0.456
37. O -0.977
38. H 0.488
39. H 0.477
40. O -0.947
41. H 0.483
42. H 0.457
43. O -0.965
44. H 0.491
45. H 0.491
46. O -0.966
47. H 0.457
48. H 0.492

(2)
Here is a 8-piece molecular cluster, C8H32O8 overall from the OMol25 dataset. Energies are from wB97M-V/def2-TZVPD.

Output
SMILES: CO.CO.CO.CO.CO.CO.CO.CO
Gap between HOMO and LUMO: 9.88 eV
Highest occupied orbital energy: -9.642 eV

The geometry in ORCA input format:
```
! wB97M-V def2-TZVPD RIJCOSX def2/J DEFGRID3
* xyz 0 1
C 3.690 1.115 -3.843
O 4.589 2.216 -3.998
H 2.845 1.291 -4.518
H 4.112 0.180 -4.220
H 3.404 1.102 -2.801
H 4.749 2.364 -4.932
C -1.249 -3.578 3.131
O 0.022 -3.057 2.765
H -1.155 -4.293 3.962
H -2.107 -2.926 3.304
H -1.583 -4.275 2.352
H 0.152 -2.347 3.408
C -0.267 3.857 -1.728
O -0.053 3.433 -3.080
H 0.646 4.272 -1.306
H -0.905 4.748 -1.758
H -0.766 3.106 -1.121
H -0.849 3.689 -3.550
C -2.799 0.247 2.610
O -2.922 0.954 1.395
H -3.757 -0.127 2.974
H -2.060 -0.559 2.509
H -2.354 0.896 3.366
H -3.469 0.497 0.753
C -2.847 4.129 2.467
O -2.689 3.859 1.090
H -3.778 3.774 2.928
H -1.999 3.728 3.028
H -2.928 5.214 2.545
H -2.754 2.911 0.917
C 3.401 -2.611 -0.746
O 3.665 -1.267 -0.408
H 2.836 -2.664 -1.682
H 4.332 -3.168 -0.816
H 2.807 -3.099 0.036
H 2.817 -0.814 -0.237
C 0.089 0.318 0.419
O 1.391 0.231 -0.104
H -0.420 1.281 0.470
H -0.597 -0.233 -0.253
H -0.056 -0.257 1.330
H 1.433 0.743 -0.920
C -0.278 -4.477 -0.996
O -1.377 -3.558 -0.969
H -0.619 -5.458 -0.665
H 0.168 -4.584 -1.988
H 0.470 -4.113 -0.287
H -0.979 -2.694 -0.833
*
```

Okay, here come the natural (NBO) numbers, in e, for every atom:
1. C -0.242
2. O -0.725
3. H 0.160
4. H 0.162
5. H 0.184
6. H 0.461
7. C -0.274
8. O -0.707
9. H 0.165
10. H 0.166
11. H 0.188
12. H 0.463
13. C -0.258
14. O -0.728
15. H 0.185
16. H 0.172
17. H 0.163
18. H 0.465
19. C -0.247
20. O -0.754
21. H 0.178
22. H 0.162
23. H 0.188
24. H 0.483
25. C -0.246
26. O -0.746
27. H 0.158
28. H 0.157
29. H 0.183
30. H 0.487
31. C -0.243
32. O -0.751
33. H 0.150
34. H 0.179
35. H 0.154
36. H 0.491
37. C -0.253
38. O -0.738
39. H 0.188
40. H 0.144
41. H 0.188
42. H 0.487
43. C -0.252
44. O -0.726
45. H 0.177
46. H 0.164
47. H 0.174
48. H 0.463

Energetically preferred structure: (1) | next structure: +3.124 eV

(1)
Here is a 2-piece molecular cluster, C5H11O3 overall from the OMol25 dataset. Energies are from wB97M-V/def2-TZVPD.

Output
Gap between HOMO and LUMO (alpha / beta): 10.42 / 6.43 eV
⟨S²⟩: 0.75
Highest occupied orbital energy (alpha / beta): -9.766 / -9.766 eV

The geometry in ORCA input format:
```
! wB97M-V def2-TZVPD RIJCOSX def2/J DEFGRID3
* xyz 0 2
C 1.313 -1.099 -1.248
C 1.671 -0.977 0.232
C 0.014 -1.913 -1.402
O 1.141 0.190 -1.816
H 2.097 -1.551 -1.852
H 1.758 -1.904 0.740
H -0.786 -1.175 -1.565
H -0.046 -2.540 -2.258
H -0.310 -2.495 -0.539
H 0.801 0.793 -1.150
H 0.919 -0.358 0.725
H 2.596 -0.399 0.302
C -2.087 1.693 1.818
C -1.005 2.112 0.860
O -0.910 1.761 -0.296
O -0.123 2.896 1.417
H -2.890 2.417 1.680
H -1.713 1.830 2.827
H -2.441 0.720 1.525
*
```

Okay, here come the natural (NBO) numbers, in e, for every atom:
1. C 0.098
2. C -0.628
3. C -0.647
4. O -0.727
5. H 0.173
6. H 0.212
7. H 0.223
8. H 0.211
9. H 0.198
10. H 0.478
11. H 0.190
12. H 0.213
13. C -0.727
14. C 0.721
15. O -0.576
16. O -0.163
17. H 0.252
18. H 0.240
19. H 0.258

(2)
Here is a 2-piece molecular cluster, C5H11O3 overall from the OMol25 dataset. Energies are from wB97M-V/def2-TZVPD.

Output
Gap between HOMO and LUMO (alpha / beta): 10.39 / 6.06 eV
⟨S²⟩: 0.75
Highest occupied orbital energy (alpha / beta): -9.788 / -9.787 eV

The geometry in ORCA input format:
```
! wB97M-V def2-TZVPD RIJCOSX def2/J DEFGRID3
* xyz 0 2
C -1.728 1.150 -0.515
C -1.314 1.032 0.926
C -0.527 1.957 -1.149
O -1.835 -0.127 -1.122
H -2.680 1.625 -0.773
H -1.090 2.061 1.529
H 0.041 1.189 -1.610
H -0.720 2.694 -2.105
H 0.237 2.472 -0.539
H -1.302 -0.768 -0.693
H -0.449 0.335 1.038
H -2.170 0.432 1.324
C 2.597 -1.743 0.720
C 1.124 -2.270 0.258
O 0.583 -1.821 -0.723
O 0.554 -3.002 1.103
H 3.285 -2.487 0.223
H 2.559 -2.007 1.803
H 2.836 -0.723 0.306
*
```

Okay, here come the natural (NBO) numbers, in e, for every atom:
1. C 0.082
2. C -0.643
3. C -0.659
4. O -0.722
5. H 0.187
6. H 0.226
7. H 0.223
8. H 0.203
9. H 0.204
10. H 0.479
11. H 0.202
12. H 0.215
13. C -0.712
14. C 0.723
15. O -0.591
16. O -0.160
17. H 0.242
18. H 0.236
19. H 0.267

Energetically preferred structure: (1) | next structure: +1.455 eV

(1)
Here is one molecule with the formula C5H7NS from the OMol25 dataset. Energies are from wB97M-V/def2-TZVPD.

Output
SMILES: Cc1cc[nH]c1S
Gap between HOMO and LUMO: 8.40 eV
Highest occupied orbital energy: -7.606 eV

The geometry in ORCA input format:
```
! wB97M-V def2-TZVPD RIJCOSX def2/J DEFGRID3
* xyz 0 1
C 0.228 1.853 -0.002
C -0.149 0.401 -0.002
C -1.468 -0.161 -0.001
C -1.360 -1.519 -0.005
C 0.720 -0.673 -0.007
H -0.661 2.484 -0.015
H 0.802 2.124 -0.898
H 0.817 2.123 0.894
H -2.379 0.415 0.024
H -2.092 -2.321 0.012
H 0.393 -2.764 0.003
H 2.676 0.609 0.001
N -0.009 -1.826 -0.005
S 2.481 -0.746 0.000
*
```

Okay, here come the natural (NBO) numbers, in e, for every atom:
1. C -0.631
2. C -0.126
3. C -0.287
4. C -0.080
5. C -0.008
6. H 0.224
7. H 0.214
8. H 0.214
9. H 0.221
10. H 0.214
11. H 0.415
12. H 0.151
13. N -0.523
14. S 0.002

(2)
Here is C5H7NS as an isolated structure from the OMol25 dataset. Energies are from wB97M-V/def2-TZVPD.

Output
Gap between HOMO and LUMO: 9.77 eV
Highest occupied orbital energy: -8.926 eV

The geometry in ORCA input format:
```
! wB97M-V def2-TZVPD RIJCOSX def2/J DEFGRID3
* xyz 0 1
C -0.720 -0.600 0.450
C 0.205 0.601 0.869
C -0.674 0.285 -0.867
C 0.846 0.260 -1.237
C 1.421 0.332 0.004
H -1.126 -2.935 1.243
H -1.687 -0.440 0.892
H 0.440 0.789 1.977
H -0.246 2.204 -0.419
H -1.466 0.250 -1.733
H 1.331 -0.003 -2.180
H 2.419 0.200 0.300
N -0.708 1.394 0.064
S -0.036 -2.338 0.638
*
```

Okay, here come the natural (NBO) numbers, in e, for every atom:
1. C -0.273
2. C -0.119
3. C -0.106
4. C -0.229
5. C -0.221
6. H 0.142
7. H 0.232
8. H 0.213
9. H 0.357
10. H 0.215
11. H 0.225
12. H 0.223
13. N -0.592
14. S -0.067

(3)
Here is one molecule with the formula C5H7NS from the OMol25 dataset. Energies are from wB97M-V/def2-TZVPD.

Output
SMILES: CC1=NS[C@H]2C[C@H]12
Gap between HOMO and LUMO: 9.50 eV
Highest occupied orbital energy: -8.554 eV

The geometry in ORCA input format:
```
! wB97M-V def2-TZVPD RIJCOSX def2/J DEFGRID3
* xyz 0 1
C -2.138 -0.366 0.045
C -0.658 -0.597 -0.024
C 1.604 -0.095 0.427
C 1.509 1.337 -0.052
C 0.420 0.378 -0.401
H -2.514 0.163 -0.845
H -2.396 0.273 0.883
H -2.656 -1.325 0.185
H 1.336 -0.125 1.494
H 2.065 1.746 -0.909
H 1.463 2.030 0.785
H 0.566 0.176 -1.482
N -0.178 -1.792 0.007
S 1.577 -1.804 -0.111
*
```

Okay, here come the natural (NBO) numbers, in e, for every atom:
1. C -0.649
2. C 0.262
3. C -0.423
4. C -0.338
5. C -0.320
6. H 0.227
7. H 0.226
8. H 0.238
9. H 0.211
10. H 0.233
11. H 0.230
12. H 0.220
13. N -0.541
14. S 0.424

Energetically preferred structure: (1) | next structure: +2.913 eV